# 1
C15H21NO2 | ωB97M-V/def2-TZVPD

XYZ file:
```
39
Properties=species:S:1:pos:R:3:forces:R:3
C 4.060 2.756 3.578 5.67 -0.16 -5.20
C 3.771 1.517 2.740 5.28 2.34 3.29
O 3.010 1.999 1.743 0.73 -3.68 -5.31
C 3.260 0.980 0.704 0.28 -1.12 -1.15
O 3.997 -0.109 0.785 -4.60 6.76 -0.41
C 2.307 1.561 -0.583 2.55 -11.95 2.18
N 1.070 0.861 -0.487 -0.12 -3.86 3.27
C 1.116 -0.663 -0.792 7.02 4.26 0.43
C -0.018 -1.359 -0.691 -8.82 1.67 5.80
C -1.257 -0.781 -1.409 -1.65 2.71 5.61
C -2.653 -1.293 -1.048 1.07 -5.12 -0.62
C -3.052 -1.520 0.291 -4.14 0.44 -2.48
C -4.428 -2.123 0.611 7.90 1.39 -16.65
C -5.006 -2.723 -0.502 0.30 0.97 -3.20
C -4.598 -2.631 -1.989 7.32 4.51 9.75
C -3.215 -2.119 -2.105 -5.00 1.54 2.18
C -1.392 0.729 -1.044 1.46 0.43 2.36
C -0.038 1.385 -1.103 1.29 1.63 -6.57
H 4.531 2.787 4.462 2.51 -1.27 3.19
H 3.210 3.016 3.857 -7.88 3.52 1.94
H 4.645 3.594 2.972 -1.62 -1.77 0.82
H 3.250 0.776 3.212 -1.06 -2.03 1.75
H 4.807 1.164 2.491 -1.24 -0.22 -0.54
H 2.866 1.238 -1.431 0.57 -0.41 -1.19
H 2.204 2.469 -0.665 -1.03 9.57 0.23
H 1.972 -1.126 -0.284 -0.32 0.33 0.39
H 1.387 -0.745 -1.769 1.49 0.44 -3.61
H -0.272 -1.154 0.474 -0.15 -0.43 -1.84
H -0.169 -2.344 -0.623 0.85 -4.18 -0.61
H -1.086 -0.723 -2.371 0.53 -0.49 -5.33
H -2.671 -0.740 0.858 0.97 0.59 2.25
H -4.636 -2.192 1.453 -4.11 -1.19 13.54
H -5.936 -3.192 -0.487 -1.58 -0.88 0.91
H -4.850 -3.208 -2.701 -3.00 -3.95 -4.87
H -2.891 -1.918 -3.074 1.06 -0.25 -1.66
H -1.577 0.811 0.093 -0.75 -0.09 -1.66
H -2.087 1.294 -1.705 0.27 -0.53 0.80
H 0.005 2.472 -1.175 -0.53 0.20 1.05
H 0.364 1.251 -2.283 -1.55 0.23 1.15
```
Forces are in eV/Å.

Computed properties:
Energy above the lowest of the compared OMol25 structures with the same formula, charge and spin, kcal/mol: 278.58
F_max, eV/A: 18.483
Highest occupied orbital energy, eV: -8.20
Total charge: 0

=====

# 2
C15H21NO2S | ωB97M-V/def2-TZVPD

XYZ file:
```
40
Properties=species:S:1:pos:R:3:forces:R:3
O 0.484 2.993 -0.964 -0.09 -0.29 0.02
S 0.606 2.468 0.369 0.01 -0.06 0.33
O 0.868 3.376 1.450 0.02 -0.23 0.13
C -0.852 1.535 0.764 0.49 0.47 -0.38
C -1.819 1.428 -0.137 0.29 0.25 -0.14
C -3.079 0.712 -0.016 -0.41 -0.24 0.10
C -3.389 -0.080 1.092 0.04 0.09 -0.13
C -4.597 -0.745 1.162 0.00 -0.04 0.09
C -5.518 -0.634 0.133 -0.02 0.03 -0.06
C -5.223 0.146 -0.973 -0.12 -0.06 -0.01
C -4.014 0.811 -1.048 0.21 0.03 0.13
N 1.803 1.302 0.442 -0.53 0.68 0.16
C 2.190 0.698 -0.823 -0.03 -0.29 -1.03
C 1.201 -0.405 -1.228 0.04 0.01 0.10
C 0.733 -1.362 -0.126 0.13 0.08 0.06
C 1.771 -1.717 0.938 -0.10 -0.24 -0.13
C 3.169 -2.003 0.389 0.04 0.14 0.34
C 4.030 -0.744 0.314 0.01 -0.12 -0.31
C 3.647 0.223 -0.804 -0.12 0.10 0.39
H -0.848 1.139 1.762 -0.01 -0.15 0.26
H -1.646 1.935 -1.080 0.00 0.02 -0.12
H -2.677 -0.175 1.897 0.08 -0.03 0.11
H -4.824 -1.355 2.024 -0.01 -0.04 0.07
H -6.462 -1.155 0.193 -0.07 -0.04 0.00
H -5.937 0.235 -1.778 -0.05 0.01 -0.06
H -3.785 1.419 -1.911 0.04 0.07 -0.09
H 2.584 1.674 0.961 0.07 0.23 0.22
H 2.122 1.473 -1.604 0.13 -0.25 0.13
H 1.672 -0.973 -2.032 -0.05 0.04 -0.10
H 0.314 0.074 -1.650 0.00 -0.04 -0.14
H 0.393 -2.279 -0.614 -0.08 0.01 0.04
H -0.131 -0.928 0.380 -0.06 -0.09 -0.04
H 1.839 -0.898 1.654 -0.01 -0.08 0.10
H 1.406 -2.595 1.476 0.00 0.04 0.06
H 3.102 -2.471 -0.594 0.05 -0.12 -0.10
H 3.671 -2.710 1.055 0.00 -0.05 -0.08
H 3.980 -0.231 1.277 0.08 -0.01 0.10
H 5.072 -1.034 0.154 0.02 0.08 0.09
H 3.848 -0.248 -1.769 -0.03 0.07 -0.03
H 4.293 1.102 -0.732 0.03 0.04 -0.09
```
Forces are in eV/Å.

Computed properties:
Energy above the lowest of the compared OMol25 structures with the same formula, charge and spin, kcal/mol: 30.75
F_max, eV/A: 1.070
Highest occupied orbital energy, eV: -9.11
Total charge: 0

=====

# 3
C15H21NO3 | ωB97M-V/def2-TZVPD

XYZ file:
```
40
Properties=species:S:1:pos:R:3:forces:R:3
O 1.898 0.234 2.618 -0.22 -0.07 0.07
C 3.035 0.439 2.277 -0.02 -0.03 -0.04
O 3.723 1.503 2.697 0.43 0.39 0.08
C 3.858 -0.433 1.365 -0.10 -0.27 -0.03
C 3.048 -1.590 0.785 0.08 0.25 0.12
C 1.984 -1.109 -0.214 -0.08 -0.25 -0.07
C 0.675 -1.879 -0.069 0.47 0.41 0.04
O 0.219 -2.582 -0.948 -0.16 -0.23 -0.40
N 0.089 -1.694 1.129 -0.16 0.05 0.39
C -1.178 -2.283 1.485 -0.32 -0.09 0.14
C -2.301 -1.251 1.621 0.09 -0.20 -0.26
C -2.580 -0.502 0.314 0.12 0.07 0.30
C -1.742 0.774 0.166 -0.16 -0.14 -0.18
C -1.899 1.352 -1.212 0.06 0.12 0.11
C -1.249 0.760 -2.289 -0.01 0.05 0.00
C -1.405 1.264 -3.567 0.05 -0.05 -0.07
C -2.214 2.366 -3.787 -0.04 0.07 -0.10
C -2.868 2.959 -2.722 -0.07 0.08 -0.07
C -2.711 2.453 -1.443 0.01 -0.02 0.03
H 3.186 2.051 3.292 -0.13 -0.26 -0.12
H 4.273 0.197 0.575 0.07 0.03 0.04
H 4.700 -0.807 1.953 0.05 0.10 -0.01
H 2.569 -2.123 1.609 0.08 -0.02 -0.05
H 3.724 -2.289 0.292 -0.01 -0.02 0.05
H 2.336 -1.224 -1.239 -0.09 0.02 0.04
H 1.766 -0.052 -0.047 -0.02 0.05 -0.02
H 0.513 -1.054 1.789 0.13 -0.04 -0.13
H -1.067 -2.828 2.429 -0.02 -0.03 -0.12
H -1.423 -2.996 0.693 0.01 0.02 0.15
H -2.047 -0.538 2.409 -0.07 0.03 0.11
H -3.199 -1.787 1.934 0.00 0.01 0.10
H -2.371 -1.165 -0.528 -0.05 -0.03 -0.08
H -3.635 -0.227 0.262 -0.01 -0.01 -0.08
H -0.691 0.539 0.339 -0.01 0.07 0.08
H -2.057 1.502 0.917 0.06 0.00 0.03
H -0.622 -0.104 -2.123 0.08 -0.15 0.02
H -0.894 0.794 -4.395 0.04 -0.04 -0.07
H -2.336 2.760 -4.786 -0.01 0.03 -0.07
H -3.503 3.818 -2.887 -0.04 0.06 -0.02
H -3.225 2.921 -0.614 -0.03 0.04 0.10
```
Forces are in eV/Å.

Computed properties:
Energy above the lowest of the compared OMol25 structures with the same formula, charge and spin, kcal/mol: 2.86
F_max, eV/A: 0.626
Highest occupied orbital energy, eV: -8.84
Total charge: 0

=====

# 4
C15H22BN6S3V | ωB97M-V/def2-TZVPD

XYZ file:
```
48
Properties=species:S:1:pos:R:3:forces:R:3
V 0.000 0.003 -0.137 0.00 0.00 -0.19
C -0.354 2.304 2.424 -0.04 0.00 -0.03
C 0.923 1.653 2.902 0.03 -0.02 0.02
S 1.709 0.694 1.561 -0.04 -0.02 0.04
C 2.175 -0.841 2.427 0.02 0.04 -0.04
C 0.971 -1.623 2.901 -0.03 -0.02 0.02
S -0.251 -1.821 1.557 0.00 0.03 0.05
C -1.814 -1.460 2.424 0.02 -0.04 -0.04
C -1.889 -0.029 2.903 0.00 0.03 0.02
S -1.452 1.130 1.561 0.04 -0.01 0.04
H -0.929 2.723 3.255 0.01 0.00 0.01
H -0.155 3.118 1.727 0.00 -0.01 0.00
H 1.650 2.417 3.193 0.00 0.00 -0.01
H 0.777 0.995 3.756 -0.01 0.01 0.00
H 2.785 -1.421 1.736 -0.01 0.00 0.00
H 2.820 -0.550 3.262 0.00 -0.01 0.00
H 1.269 -2.635 3.189 0.00 0.00 -0.01
H 0.473 -1.170 3.755 0.01 0.01 0.00
H -2.620 -1.695 1.731 0.01 0.00 0.00
H -1.885 -2.169 3.255 -0.01 0.01 0.01
H -2.913 0.219 3.195 0.00 0.01 -0.01
H -1.245 0.174 3.757 0.00 -0.01 0.00
C -1.119 3.471 -2.163 0.00 -0.02 0.00
C -1.026 2.857 -0.957 -0.02 0.06 0.04
N -0.501 1.583 -1.099 0.02 -0.04 0.04
N -0.314 1.408 -2.470 0.04 -0.01 0.02
C -0.674 2.511 -3.099 0.00 -0.01 -0.04
B 0.001 0.004 -3.054 -0.01 0.01 -0.01
N -1.059 -0.970 -2.472 -0.01 0.04 0.03
C -1.832 -1.834 -3.102 0.02 -0.01 -0.05
C -2.445 -2.698 -2.166 0.01 0.03 0.00
C -1.966 -2.306 -0.960 -0.03 -0.06 0.04
N -1.122 -1.216 -1.101 0.03 0.03 0.02
N 1.373 -0.427 -2.472 -0.03 -0.03 0.03
C 2.506 -0.677 -3.100 -0.01 0.01 -0.05
C 3.558 -0.785 -2.163 -0.02 0.01 0.00
C 2.980 -0.556 -0.957 0.06 0.00 0.03
N 1.616 -0.359 -1.101 -0.03 0.01 0.03
H -1.470 4.470 -2.374 0.00 0.00 0.00
H -1.305 3.257 0.002 0.00 -0.01 0.00
H -0.622 2.574 -4.179 0.00 0.00 0.00
H 0.001 0.005 -4.236 0.00 0.00 0.00
H -1.908 -1.823 -4.182 0.00 0.00 0.00
H -3.133 -3.501 -2.378 0.00 0.00 0.00
H -2.178 -2.743 0.000 0.01 0.01 0.00
H 2.536 -0.751 -4.180 0.00 0.00 0.00
H 4.597 -0.990 -2.372 0.00 0.00 0.00
H 3.464 -0.521 0.002 -0.01 0.00 0.00
```
Forces are in eV/Å.

Computed properties:
Energy above the lowest of the compared OMol25 structures with the same formula, charge and spin, kcal/mol: 0.00
F_max, eV/A: 0.191
Highest occupied orbital energy (alpha / beta), eV: -22.32 / -22.32
Total charge: +4

=====

# 5
C15H22ClNaO4 | ωB97M-V/def2-TZVPD

XYZ file:
```
43
Properties=species:S:1:pos:R:3:forces:R:3
Na 0.142 -1.162 -0.433 -0.15 0.47 -0.59
C -2.397 -1.495 1.544 0.14 -0.18 -0.01
C -2.156 -0.045 1.891 -0.04 0.15 -0.07
O -1.566 0.603 0.778 -0.10 0.01 0.12
C -1.018 1.862 1.119 -0.14 -0.08 0.01
C -0.035 2.272 0.047 0.18 0.00 -0.06
O 0.913 1.270 -0.261 0.05 -0.08 0.05
C 2.051 1.140 0.581 -0.12 0.18 -0.05
C 1.800 0.344 1.855 -0.06 -0.17 -0.01
O 1.029 -0.782 1.500 0.20 -0.10 0.58
C 0.649 -1.630 2.570 0.14 0.14 -0.07
C -0.311 -2.673 2.012 -0.24 0.10 -0.02
O -1.238 -2.146 1.055 -0.03 -0.24 0.36
H -3.139 -1.571 0.749 0.04 0.04 -0.04
H -2.793 -2.020 2.421 0.01 0.02 0.02
H -1.494 0.050 2.757 0.02 -0.04 0.03
H -3.112 0.421 2.160 -0.01 0.03 -0.02
H -0.535 1.797 2.098 0.05 0.02 0.01
H -1.804 2.624 1.193 -0.02 0.01 0.01
H 0.462 3.203 0.345 0.00 0.00 0.03
H -0.569 2.466 -0.884 -0.01 -0.05 -0.01
H 2.447 2.129 0.840 0.02 0.01 0.01
H 2.784 0.611 -0.024 -0.03 -0.04 -0.03
H 1.273 0.919 2.625 -0.01 0.07 0.01
H 2.768 0.045 2.275 0.01 -0.01 0.00
H 0.208 -1.028 3.374 -0.05 0.00 0.02
H 1.523 -2.151 2.975 0.01 0.00 0.04
H -0.850 -3.155 2.834 -0.01 0.00 0.03
H 0.249 -3.438 1.478 0.04 0.01 -0.04
Cl -0.430 -3.155 -2.219 0.14 -0.29 -0.01
C 0.804 -3.789 -1.103 0.01 0.16 -0.17
C 0.556 -4.996 -0.477 -0.13 0.15 -0.07
C 1.439 -5.491 0.470 0.11 0.07 0.02
C 2.575 -4.716 0.761 -0.07 0.08 -0.04
C 2.822 -3.522 0.123 0.02 -0.13 -0.01
C 1.981 -2.993 -0.916 -0.01 0.10 -0.09
C 2.259 -1.793 -1.584 0.05 -0.35 0.04
H -0.354 -5.529 -0.725 0.03 -0.01 0.02
H 1.253 -6.436 0.961 0.02 0.00 0.00
H 3.291 -5.069 1.496 -0.03 0.00 0.02
H 3.725 -2.968 0.356 -0.01 -0.02 0.01
H 3.239 -1.352 -1.434 -0.03 -0.03 0.01
H 1.786 -1.592 -2.537 -0.02 0.02 0.02
```
Forces are in eV/Å.

Computed properties:
Energy above the lowest of the compared OMol25 structures with the same formula, charge and spin, kcal/mol: 1.19
F_max, eV/A: 0.771
Highest occupied orbital energy, eV: -5.42
Total charge: 0